Formula: C38H33BCl25NO2S
Source: the Open Molecules 2025 dataset
Level of theory: the ωB97M-V functional and the def2-TZVPD basis

Last column: Löwdin charge in e.
Cartesian coordinates (Å):
1 C 3.0949 3.2024 2.7559  -0.06
2 C 4.0613 2.4551 1.7771  -0.25
3 O 3.4030 2.0758 0.5577  -0.08
4 C 3.1624 0.7204 0.4773  -0.18
5 C 1.8795 0.3153 0.8074  -0.18
6 C 1.6180 -1.0382 0.7516  -0.34
7 C 2.5456 -1.9938 0.4004  -0.16
8 C 2.1306 -3.4310 0.4048  -0.24
9 C 1.5266 -4.0850 -0.6570  -0.06
10 C 1.1588 -5.3999 -0.5437  -0.08
11 C 1.3880 -6.1233 0.6089  -0.08
12 C 1.9745 -5.4762 1.6795  -0.07
13 C 2.3341 -4.1521 1.5665  -0.03
14 C 3.8222 -1.5482 0.0601  0.00
15 B 4.8849 -2.6770 -0.3302  -0.46
16 C 4.7064 -3.4575 -1.7106  0.02
17 O 5.9632 -2.9635 0.4835  0.13
18 C 4.1416 -0.1992 0.0770  -0.14
19 C 5.5330 0.2565 -0.3470  -0.58
20 Cl 6.6301 0.5671 1.0677  0.66
21 C 5.5029 1.4938 -1.2736  -0.26
22 C 4.4253 1.4082 -2.3651  -0.13
23 S -0.0611 -1.5369 1.1450  1.11
24 C -0.9418 -0.1981 0.3319  -0.36
25 C -2.0960 -0.4127 -0.3941  -0.22
26 C -2.7160 -1.7876 -0.5796  -0.13
27 C -2.9606 -2.5732 0.7400  -0.16
28 C -4.3664 -3.1426 0.8931  -0.22
29 C -5.4938 -2.3908 0.5917  -0.04
30 C -6.7304 -2.9637 0.7942  -0.09
31 C -6.8671 -4.2447 1.2710  -0.10
32 C -5.7402 -4.9976 1.5383  -0.09
33 C -4.4908 -4.4374 1.3485  -0.05
34 C -2.6996 0.6809 -0.9946  -0.20
35 C -2.1425 1.9317 -0.8456  -0.12
36 C -0.9853 2.1217 -0.1310  -0.01
37 C -0.3586 1.0479 0.4627  -0.26
38 N 0.8604 1.2445 1.1949  0.08
39 H 2.0555 2.9179 2.5830  0.06
40 H 3.3769 2.8698 3.7649  0.00
41 H 3.2275 4.2844 2.6791  0.07
42 H 4.5125 1.6125 2.2975  0.01
43 H 4.8222 3.1950 1.4986  0.11
44 H 1.3293 -3.5561 -1.5877  0.13
45 H 0.7007 -5.9448 -1.3673  0.11
46 H 1.1173 -7.1713 0.6942  0.11
47 H 2.1675 -6.0004 2.6128  0.11
48 H 2.7897 -3.6494 2.4194  0.13
49 H 5.1617 -4.4509 -1.5850  0.08
50 H 3.6526 -3.6334 -1.9400  0.05
51 H 5.1644 -2.9047 -2.5388  0.01
52 H 6.7917 -2.8645 -0.0017  0.11
53 H 6.0535 -0.5225 -0.9156  0.07
54 H 5.3962 2.4045 -0.6786  0.09
55 H 6.4773 1.5839 -1.7749  0.10
56 H 4.2825 0.3799 -2.7101  0.04
57 H 4.7417 1.9855 -3.2424  0.03
58 H 3.4566 1.7993 -2.0371  0.07
59 H -2.0756 -2.3826 -1.2470  0.12
60 H -3.6578 -1.6649 -1.1279  0.10
61 H -2.2684 -3.4242 0.7598  0.09
62 H -2.6804 -1.9602 1.6084  0.10
63 H -5.3655 -1.3801 0.2152  0.08
64 H -7.6171 -2.3708 0.5747  0.11
65 H -7.8453 -4.6866 1.4440  0.10
66 H -5.8186 -6.0220 1.8945  0.10
67 H -3.6207 -5.0437 1.5938  0.11
68 H -3.6155 0.5881 -1.6101  0.03
69 H -2.6123 2.8081 -1.2877  0.10
70 H -0.5654 3.1183 -0.0174  0.12
71 H 0.6643 1.0627 2.1824  0.14
72 Cl 5.2326 -0.5745 6.6462  0.54
73 C 4.4391 0.3805 5.3895  -2.03
74 Cl 4.0992 -0.6151 3.9763  0.56
75 Cl 2.9117 1.0222 6.0142  0.53
76 Cl 5.5106 1.7137 4.9145  0.56
77 Cl 3.9243 3.5373 -5.7417  0.50
78 C 3.0442 4.8405 -4.9272  -2.05
79 Cl 3.5943 6.4003 -5.5520  0.52
80 Cl 1.3131 4.6590 -5.2337  0.52
81 Cl 3.3458 4.7622 -3.1881  0.54
82 Cl 5.8927 0.7098 -6.1537  0.52
83 C 6.3051 -0.9109 -5.5789  -2.02
84 Cl 7.9200 -1.3481 -6.1468  0.54
85 Cl 6.2748 -0.9229 -3.8105  0.60
86 Cl 5.1267 -2.0746 -6.1937  0.54
87 Cl -5.0615 1.4264 -0.5854  0.68
88 C -6.4786 2.5009 -0.6924  -1.97
89 Cl -6.8708 3.1389 0.9073  0.51
90 Cl -6.0926 3.8432 -1.7827  0.50
91 Cl -7.8622 1.5938 -1.3231  0.53
92 Cl -8.0067 4.3114 3.9605  0.51
93 C -8.5802 5.9694 3.7370  -2.04
94 Cl -8.2018 6.9189 5.1788  0.53
95 Cl -7.7832 6.6890 2.3350  0.52
96 Cl -10.3358 5.9529 3.4941  0.50
97 Cl -10.7907 6.9638 -1.9155  0.52
98 C -10.3896 5.3605 -1.2810  -2.02
99 Cl -8.7475 4.9241 -1.7768  0.48
100 Cl -10.4976 5.3894 0.4849  0.48
101 Cl -11.5316 4.1700 -1.9231  0.52

Properties
LUMO ... 0.015 eV
Multiplicity ... 1
Structure (SMILES) ... CCOc1c2c(c(-c3ccccc3)c(B(C)O)c1[C@H](Cl)CC)Sc1c(CCc3ccccc3)cccc1N2.ClC(Cl)(Cl)Cl.ClC(Cl)(Cl)Cl.ClC(Cl)(Cl)Cl.ClC(Cl)(Cl)Cl.ClC(Cl)(Cl)Cl.ClC(Cl)(Cl)Cl
Molecular weight ... 1464.9 g mol⁻¹
Gap between HOMO and LUMO ... 8.282 eV